No. 1
Computed, not measured: a cluster of 2 separate species, S2 in total at a distorted geometry, with the ωB97M-V functional and the def2-TZVPD basis.

Element x y z (Å)
S1 0.312661 1.283640 0.541148
S2 -0.312661 -1.283640 -0.541148

Cartesian forces, eV/Å:
S -1.07 -4.39 -1.85
S 1.07 4.39 1.85

Output
2S+1	1
HOMO	-10.0	eV
energy above the lowest of the compared OMol25 structures with the same formula, charge and spin	109.8	kcal per mole

No. 2
Computed, not measured: a cluster of 6 separate species, C8H28O6 in total at a distorted geometry, with the ωB97M-V functional and the def2-TZVPD basis.

Element x y z (Å)
C1 3.511238 1.427119 -2.697881
O1 2.194238 1.529119 -3.230881
H1 3.725238 0.584119 -2.157881
H2 3.643238 2.083119 -1.904881
H3 4.276238 1.565119 -3.471881
H4 1.803238 2.324119 -3.564881
C2 -0.618762 4.260119 -0.742881
O2 0.248238 5.269119 -0.862881
H5 -0.150762 3.474119 -0.165881
H6 -0.868762 3.925119 -1.789881
H7 -1.611762 4.753119 -0.367881
H8 0.904238 5.194119 -1.530881
C3 2.259238 2.090119 2.212119
O3 2.688238 2.454119 0.904119
H9 1.080238 1.968119 2.069119
H10 2.549238 2.823119 2.970119
H11 2.652238 1.088119 2.507119
H12 2.091238 1.929119 0.366119
C4 0.207238 -0.236881 -0.775881
O4 1.332238 0.631119 -0.697881
H13 -0.150762 -0.933881 -1.527881
H14 -0.407762 0.520119 -0.520881
H15 0.249238 -0.830881 0.078119
H16 1.719238 0.882119 -1.464881
C5 -1.034762 -0.849881 3.378119
O5 -1.425762 -1.913881 4.123119
H17 -0.119762 -0.546881 3.106119
H18 -1.518762 -0.078881 3.989119
H19 -1.372762 -0.820881 2.481119
H20 -1.920762 -2.718881 3.734119
C6 -2.890762 -2.376881 -0.665881
C7 -2.424762 -3.887881 -0.704881
C8 -0.951762 -3.924881 0.006119
O6 -3.367762 -4.651881 0.165119
H21 -2.347762 -1.795881 -1.426881
H22 -2.458762 -2.077881 0.326119
H23 -3.902762 -2.327881 -0.885881
H24 -2.372762 -4.055881 -1.669881
H25 -0.693762 -4.827881 0.181119
H26 -0.793762 -3.123881 0.897119
H27 -0.457762 -3.300881 -0.584881
H28 -3.270762 -5.491881 -0.079881

Forces on atoms 1 to 2 (eV/Å):
C 0.01 2.52 -2.49
O -0.37 -2.61 0.52

Output
2S+1	1
HOMO	-9.8	eV
energy above the lowest of the compared OMol25 structures with the same formula, charge and spin	181.2	kcal per mole
SMILES	CC(C)O.CO.CO.CO.CO.CO

No. 3
Computed, not measured: a structure of composition C46H47ClN4O4P2V at a distorted geometry, with the ωB97M-V functional and the def2-TZVPD basis.

Element x y z (Å)
V1 -0.345963 0.549042 0.090473
C1 1.987756 2.732307 0.646401
P1 0.254444 2.768453 1.337474
C2 0.496295 3.257111 3.065647
C3 1.720947 3.258763 3.722765
C4 1.784688 3.562083 5.075234
C5 0.628453 3.836046 5.789839
C6 -0.603047 3.791363 5.147936
C7 -0.671840 3.494004 3.799100
C8 -0.408142 4.292392 0.559454
C9 -0.513730 5.518547 1.208742
C10 -1.028832 6.625147 0.546899
C11 -1.425177 6.528195 -0.776966
C12 -1.322060 5.309515 -1.433901
C13 -0.831784 4.199039 -0.768481
C14 2.448005 1.311143 0.769735
C15 3.609914 0.757513 1.254063
C16 3.414137 -0.651870 1.285222
C17 2.141980 -0.894901 0.823646
C18 1.292934 -2.130008 0.846622
P2 -0.317693 -1.485688 1.474820
C19 0.115608 -1.312910 3.250089
C20 0.794226 -0.172143 3.674182
C21 1.132796 -0.001781 5.007331
C22 0.786214 -0.967975 5.939097
C23 0.133587 -2.118905 5.523822
C24 -0.196641 -2.294372 4.188552
C25 -1.495389 -2.863242 1.524301
C26 -1.318646 -4.049961 0.821574
C27 -2.347369 -4.974746 0.757074
C28 -3.551627 -4.727344 1.402361
C29 -3.719132 -3.565618 2.140777
C30 -2.693596 -2.634818 2.200280
N1 1.547416 0.305021 0.493854
H1 1.910024 3.062855 -0.392873
H2 2.658763 3.424417 1.153679
H3 2.634741 3.026124 3.191357
H4 2.747197 3.584996 5.570060
H5 0.684117 4.073027 6.844002
H6 -1.510566 3.988794 5.703239
H7 -1.632811 3.442338 3.299394
H8 -0.200581 5.616794 2.239007
H9 -1.110864 7.569005 1.069751
H10 -1.827112 7.394314 -1.285818
H11 -1.661595 5.232888 -2.462081
H12 -0.853765 3.219317 -1.232508
H13 4.498025 1.293096 1.554011
H14 4.113864 -1.398054 1.626236
H15 1.115062 -2.543495 -0.146562
H16 1.722059 -2.894787 1.492132
H17 1.066203 0.591688 2.957875
H18 1.656772 0.892116 5.318181
H19 1.020376 -0.822500 6.986121
H20 -0.122788 -2.885318 6.244044
H21 -0.703562 -3.197579 3.879148
H22 -0.389401 -4.247342 0.303096
H23 -2.212167 -5.884689 0.187240
H24 -4.362080 -5.440620 1.322222
H25 -4.645973 -3.375937 2.666733
H26 -2.823733 -1.715462 2.759707
N2 -1.339727 -1.954672 -1.271962
C31 -1.818884 -2.837080 -2.149506
C32 -3.240408 -2.975977 -2.313705
C33 -3.813287 -3.937365 -3.100097
C34 -3.004072 -4.818408 -3.825886
C35 -1.634395 -4.686493 -3.735335
C36 -0.994163 -3.731993 -2.930568
C37 0.482200 -3.656701 -2.949094
C38 1.276392 -4.712884 -3.433119
C39 2.655354 -4.616908 -3.500094
C40 3.312720 -3.483025 -3.038889
C41 2.556134 -2.436372 -2.540929
C42 1.169335 -2.515341 -2.512110
H27 -2.115206 -1.446446 -0.870902
H28 0.578336 -1.691484 -2.135821
H29 -3.852391 -2.288466 -1.738061
H30 -4.892828 -4.013203 -3.173071
H31 -3.445604 -5.568549 -4.469797
H32 -1.033731 -5.343886 -4.349389
H33 0.819913 -5.638606 -3.751928
H34 3.222476 -5.444577 -3.909618
H35 4.393493 -3.419971 -3.069202
H36 3.044184 -1.542241 -2.166378
O1 -3.278807 -0.189527 0.354438
Cl1 -2.326098 0.852961 0.646964
O2 -2.817832 2.124820 0.149024
O3 -2.104593 0.933174 2.094534
O4 -0.398797 0.834339 -1.425050
N3 0.330491 2.874629 -4.038425
C43 1.430824 2.624685 -3.043472
C44 2.349589 1.528174 -3.582573
N4 1.619192 0.316886 -3.913287
C45 0.559140 0.576460 -4.869660
C46 -0.440237 1.617509 -4.361180
H37 0.740977 3.232877 -4.901080
H38 -0.297629 3.577867 -3.648405
H39 0.957286 2.263960 -2.132653
H40 1.953310 3.562738 -2.855012
H41 3.090019 1.291904 -2.817437
H42 2.881107 1.871609 -4.477798
H43 1.211161 -0.068434 -3.064442
H44 0.033209 -0.356005 -5.073398
H45 1.011772 0.922248 -5.807405
H46 -0.890091 1.258962 -3.437808
H47 -1.208774 1.853424 -5.095825

Forces on atoms 1 to 2 (eV/Å):
V 3.85 -0.60 0.55
C -0.13 -0.23 0.05

Output
2S+1	2
⟨S²⟩	0.762
HOMO (spin up / spin down)	-5.1 / -5.1	eV
energy above the lowest of the compared OMol25 structures with the same formula, charge and spin	103.8	kcal per mole

No. 4
Computed, not measured: the molecule C4H7NS2 at a distorted geometry, with the ωB97M-V functional and the def2-TZVPD basis.

Element x y z (Å)
C1 -1.737744 0.139357 0.007149
C2 0.685674 0.131547 0.465800
C3 0.261047 0.985088 -0.753346
C4 -0.618636 -0.759888 0.664730
N1 -1.132700 1.012671 -0.795522
S1 -3.339725 -0.016193 0.128353
S2 -0.403083 -2.440732 -0.137226
H1 1.761155 -0.372081 0.349426
H2 0.842707 0.748389 1.390968
H3 0.654960 1.989456 -0.444490
H4 0.823349 0.742212 -1.754053
H5 -0.820634 -0.818370 1.666764
H6 -1.678491 1.610803 -1.360443
H7 -1.545373 -2.837284 -0.530037

Forces on atoms 1 to 2 (eV/Å):
C 1.13 -1.27 -0.23
C 0.76 -1.42 0.00

Output
2S+1	1
HOMO	-8.5	eV
energy above the lowest of the compared OMol25 structures with the same formula, charge and spin	14.0	kcal per mole
SMILES	S=C1NCC[C@@H]1S

No. 5
Computed, not measured: a structure of composition C10H39HgN8O12 at a distorted geometry, with the ωB97M-V functional and the def2-TZVPD basis.

Element x y z (Å)
Hg1 25.996660 5.635030 13.898460
C1 22.309870 7.419260 15.698320
C2 23.526170 7.547800 14.724920
O1 24.820990 7.228170 15.185770
H1 21.963130 6.399850 15.867680
H2 21.443190 7.968660 15.330730
H3 22.513670 7.989330 16.604740
H4 23.463650 8.489910 14.180280
H5 23.272770 6.797260 13.976200
C3 21.677300 9.421950 11.280730
C4 20.214150 9.428580 10.729240
O2 19.466420 8.420750 11.333060
O3 21.719590 9.741890 12.682630
H6 22.219070 10.268410 10.858720
H7 22.177130 8.471080 11.096040
H8 20.214560 9.269000 9.650980
H9 19.776010 10.408240 10.920010
H10 19.298100 8.701160 12.235640
H11 22.666790 9.790980 12.830990
C5 25.943000 6.448650 18.362240
C6 25.640150 7.914700 18.886200
O4 25.056530 8.703200 17.829580
O5 24.802820 5.796300 17.971240
H12 26.252620 5.766130 19.153700
H13 26.709840 6.501460 17.589410
H14 26.620420 8.310960 19.151050
H15 24.939690 8.027030 19.713750
H16 24.896800 8.124080 17.080780
H17 24.539450 6.280280 17.185110
C7 20.296100 5.478480 13.209680
O6 19.200110 5.807630 13.443330
N1 20.818940 4.495490 13.840040
N2 21.063640 5.974790 12.324230
H18 21.820430 4.366160 13.859750
H19 20.272630 4.175080 14.626800
H20 21.937020 5.558580 12.034290
H21 20.850390 6.750260 11.713270
C8 22.630460 11.027930 16.846410
O7 21.862510 11.864880 16.368220
N3 23.756060 10.771550 16.282160
N4 22.393430 10.261770 17.876800
H22 24.017200 11.285880 15.453090
H23 24.369860 10.214430 16.859200
H24 21.658810 10.463030 18.540070
H25 23.036080 9.529840 18.143970
C9 23.252460 2.409080 16.725040
O8 22.790010 2.158010 17.815000
N5 23.780830 1.547530 15.981830
N6 23.178380 3.569140 16.235230
H26 24.270800 1.806440 15.137440
H27 23.825220 0.611700 16.359140
H28 22.533410 4.155860 16.745020
H29 23.285380 3.639100 15.233350
C10 27.197940 10.803230 15.044470
O9 28.195300 10.432610 15.506020
N7 26.977050 12.020180 14.709590
N8 26.186410 10.053060 14.569980
H30 27.794450 12.613190 14.726930
H31 26.087140 12.242580 14.286880
H32 25.365320 10.524360 14.218150
H33 26.212370 9.083120 14.850390
O10 19.221900 6.165510 16.172170
H34 19.314460 5.766250 15.307160
H35 19.764490 5.624240 16.745630
O11 25.430070 6.883450 12.024540
H36 25.149350 6.668650 11.135000
H37 25.267690 7.823150 12.107110
O12 19.383550 9.122580 13.996630
H38 20.293980 9.254660 13.732210
H39 19.437510 8.837770 14.908880

Forces on atoms 1 to 2 (eV/Å):
Hg -0.91 1.43 1.54
C 0.89 0.75 0.35

Output
2S+1	1
HOMO	-11.6	eV
net charge	+1

No. 6
Computed, not measured: the molecule C2H6N4S4 at a distorted geometry, with the ωB97M-V functional and the def2-TZVPD basis.

Element x y z (Å)
C1 0.708812 1.561214 -0.664859
C2 -0.761072 -1.523712 0.481022
H1 -0.664287 2.430974 1.578405
H2 0.993864 2.612219 1.717046
H3 -0.269085 3.319884 -0.687182
H4 0.530487 -0.925911 -1.016725
H5 -1.819941 -2.118404 -1.757903
H6 -0.792093 -3.326659 -1.598844
N1 0.097293 2.987097 1.230175
N2 0.192578 2.648178 -0.065030
N3 -0.291646 -1.542626 -0.807648
N4 -0.843958 -2.281120 -1.825573
S1 0.745538 1.469563 -2.267189
S2 1.613302 0.465988 0.453931
S3 0.144780 -0.429565 1.646428
S4 -1.987700 -2.437100 0.988376

Forces on atoms 1 to 2 (eV/Å):
C 0.12 1.21 1.51
C 1.59 0.23 -1.81

Output
2S+1	1
HOMO	-9.0	eV
energy above the lowest of the compared OMol25 structures with the same formula, charge and spin	16.2	kcal per mole
SMILES	NNC(=S)SSC(=S)NN